26
Properties=species:S:1:pos:R:3:forces:R:3 method="wB97M-V/def2-TZVPD" charge=-2 homo_lumo_gap_ev=2.91 e_tot_ev=-46876.95182 spin_multiplicity=1
H -1.64245 -2.19845 -3.05793 0.24 -0.44 -0.50
H 4.56211 2.41459 -4.41699 -0.11 0.18 -0.02
C -1.38649 -1.24620 6.89417 -3.23 -2.72 -0.40
C -0.09542 -1.12822 5.93501 2.29 -0.04 -3.01
C 3.59816 1.90576 -4.41939 1.24 -0.78 -0.82
O -1.99402 -1.15263 -1.30844 0.31 0.17 -2.03
H -3.72420 0.02928 -2.97477 -0.04 0.15 -0.46
O 2.07674 3.63544 -4.76306 0.27 0.14 -0.42
H -1.05370 -1.19001 7.93061 0.83 0.40 0.17
O 2.32017 2.79715 -2.82288 -0.81 0.26 3.18
H 0.79005 -1.45727 6.47887 0.17 -1.88 0.19
O -2.28294 -2.35275 6.83798 2.40 2.52 -0.19
C -1.95846 -1.20393 -2.74304 -1.14 0.35 2.89
H 3.69396 1.04576 -3.75657 -0.46 0.38 0.25
O 1.03869 1.66012 1.36872 0.44 0.06 -0.16
O -0.09956 -1.47618 4.55331 -0.46 0.51 2.85
H 3.41894 1.53173 -5.42739 -0.34 0.43 0.06
V 1.18940 0.13671 0.93014 -5.03 0.21 2.32
H -3.24735 -0.99436 -4.47093 -0.19 0.63 -0.35
N 2.58157 2.87019 -3.96016 0.18 -0.59 -2.22
H -4.05063 -1.70158 -3.11054 -0.11 -0.04 0.26
H 0.22834 -0.09019 6.01101 -1.05 1.13 -0.09
H -1.83858 -0.29950 6.59841 -0.74 0.22 0.04
O 2.50280 -0.16496 0.23154 3.95 -0.60 -1.93
C -3.35630 -0.90909 -3.38974 0.95 -0.93 0.74
H -1.27096 -0.46132 -3.14798 0.45 0.27 -0.36